# 1
ORCA calculation (wB97M-V/def2-TZVPD) on a molecular structure, C50H58BrFN5OPPbS at a distorted geometry.

Its total charge is -2. As for the total energy: -160421.4155 eV. The LUMO energy comes out at 4.25 eV.

Geometry as XYZ:
```
119
C50H58BrFN5OPPbS, DFT wB97M-V/def2-TZVPD
Pb -0.21 0.08 -0.47
C -5.23 0.37 -0.35
C -3.77 0.69 0.00
C -3.31 0.03 1.32
C -3.65 2.23 -0.01
C -4.69 2.98 0.57
C -4.64 4.35 0.59
C -3.52 5.00 0.05
C -2.46 4.32 -0.57
C -1.26 5.13 -1.06
C -0.52 6.00 0.00
C -1.70 5.97 -2.24
C -2.63 2.93 -0.72
N -1.73 2.18 -1.46
C -1.37 2.21 -2.67
C -0.27 1.39 -3.22
N -0.76 0.03 -3.19
C -0.29 -0.84 -4.09
C 0.99 -0.77 -4.81
C 1.28 -1.76 -5.78
C 0.50 -2.87 -5.96
C -0.67 -3.03 -5.24
C -1.12 -2.02 -4.36
C -2.43 -2.22 -3.68
C -2.83 -3.71 -3.57
C -3.58 -1.43 -4.34
C 2.08 0.23 -4.70
C 2.01 1.44 -5.68
C 3.49 -0.37 -4.87
H -5.28 -0.63 -0.78
H -5.67 1.09 -1.04
H -5.87 0.40 0.58
H -3.13 0.25 -0.80
H -4.17 -0.06 1.98
H -2.52 0.63 1.85
H -2.91 -0.99 1.22
H -5.44 2.42 1.20
H -5.49 4.93 0.93
H -3.38 6.06 0.20
H -0.53 4.38 -1.39
H -1.03 6.96 0.27
H 0.44 6.35 -0.43
H -0.31 5.45 0.93
H -2.28 6.85 -1.90
H -2.31 5.44 -2.95
H -0.81 6.34 -2.81
H -1.92 2.83 -3.40
H -0.15 1.70 -4.28
H 2.19 -1.63 -6.35
H 0.81 -3.64 -6.68
H -1.32 -3.89 -5.41
H -2.26 -1.82 -2.64
H -3.03 -4.15 -4.55
H -3.79 -3.83 -3.00
H -2.14 -4.34 -3.03
H -3.89 -1.85 -5.30
H -3.28 -0.38 -4.55
H -4.44 -1.36 -3.68
H 2.02 0.69 -3.65
H 2.82 1.41 -6.40
H 2.11 2.42 -5.17
H 1.04 1.50 -6.22
H 3.77 -0.44 -5.90
H 3.55 -1.35 -4.37
H 4.18 0.33 -4.40
O 1.33 -2.79 2.34
N 2.50 -2.42 1.79
C 3.54 -2.45 2.59
C 3.47 -2.37 4.07
C 4.26 -3.28 4.84
C 4.19 -3.26 6.20
C 3.51 -2.21 6.86
C 2.81 -1.26 6.11
C 2.78 -1.33 4.72
P 1.68 -0.13 3.83
C 2.10 1.52 4.43
C 3.00 2.25 3.65
C 3.57 3.37 4.15
C 3.22 3.87 5.40
C 2.29 3.19 6.16
C 1.71 2.04 5.66
C 0.09 -0.50 4.66
C -0.24 -1.84 4.97
C -1.45 -2.13 5.54
C -2.37 -1.12 5.81
C -2.08 0.19 5.49
C -0.84 0.50 4.90
H 0.55 -2.37 1.62
H 4.52 -2.65 2.08
H 4.90 -3.99 4.35
H 4.62 -4.09 6.77
H 3.50 -2.17 7.94
H 2.28 -0.50 6.64
H 3.20 1.91 2.61
H 4.28 3.94 3.52
H 3.68 4.79 5.73
H 2.02 3.56 7.16
H 1.01 1.52 6.26
H 0.45 -2.67 4.78
H -1.71 -3.17 5.81
H -3.32 -1.37 6.29
H -2.78 0.97 5.78
H -0.60 1.51 4.56
F -0.37 -1.89 1.03
S 1.26 1.72 -2.25
Br -0.18 2.06 1.84
N 3.20 -5.91 -2.45
C 2.66 -4.72 -2.08
C 1.38 -4.71 -1.44
C 0.78 -3.49 -1.13
N 1.39 -2.33 -1.39
C 2.64 -2.31 -1.88
C 3.31 -3.48 -2.25
H 2.63 -6.75 -2.43
H 4.20 -6.03 -2.57
H 0.93 -5.68 -1.16
H -0.21 -3.43 -0.71
H 3.10 -1.33 -2.03
H 4.28 -3.44 -2.77
```

Here are the Mulliken charges for atoms 1 to 99, given in e: atom 1 (Pb): 1.106, atom 2 (C): -1.847, atom 3 (C): 2.632, atom 4 (C): -1.406, atom 5 (C): 0.171, atom 6 (C): -0.346, atom 7 (C): -1.303, atom 8 (C): -0.549, atom 9 (C): 0.469, atom 10 (C): 1.085, atom 11 (C): -1.553, atom 12 (C): -1.504, atom 13 (C): -0.250, atom 14 (N): 0.869, atom 15 (C): -0.602, atom 16 (C): -0.391, atom 17 (N): -0.067, atom 18 (C): -0.380, atom 19 (C): 1.189, atom 20 (C): -0.663, atom 21 (C): -1.445, atom 22 (C): -0.854, atom 23 (C): 0.498, atom 24 (C): 2.112, atom 25 (C): -1.766, atom 26 (C): -1.581, atom 27 (C): 2.976, atom 28 (C): -1.830, atom 29 (C): -2.413, atom 30 (H): 0.392, atom 31 (H): 0.382, atom 32 (H): 0.395, atom 33 (H): -0.999, atom 34 (H): 0.590, atom 35 (H): -0.007, atom 36 (H): 0.129, atom 37 (H): 0.179, atom 38 (H): 0.367, atom 39 (H): 0.314, atom 40 (H): -0.036, atom 41 (H): 0.326, atom 42 (H): 0.417, atom 43 (H): 0.309, atom 44 (H): 0.353, atom 45 (H): 0.348, atom 46 (H): 0.385, atom 47 (H): 0.172, atom 48 (H): 0.445, atom 49 (H): 0.239, atom 50 (H): 0.253, atom 51 (H): 0.099, atom 52 (H): -0.576, atom 53 (H): 0.430, atom 54 (H): 0.356, atom 55 (H): 0.324, atom 56 (H): 0.369, atom 57 (H): 0.324, atom 58 (H): 0.326, atom 59 (H): -1.109, atom 60 (H): 0.559, atom 61 (H): 0.238, atom 62 (H): 0.281, atom 63 (H): 0.629, atom 64 (H): 0.506, atom 65 (H): 0.449, atom 66 (O): -0.347, atom 67 (N): -0.155, atom 68 (C): -1.299, atom 69 (C): 1.109, atom 70 (C): -0.839, atom 71 (C): -0.490, atom 72 (C): -0.830, atom 73 (C): -0.232, atom 74 (C): 0.244, atom 75 (P): 0.449, atom 76 (C): 1.247, atom 77 (C): -0.694, atom 78 (C): -0.456, atom 79 (C): -0.431, atom 80 (C): -0.909, atom 81 (C): -0.392, atom 82 (C): 0.899, atom 83 (C): -0.498, atom 84 (C): -0.642, atom 85 (C): -0.499, atom 86 (C): -0.909, atom 87 (C): -0.598, atom 88 (H): 0.364, atom 89 (H): 0.293, atom 90 (H): 0.432, atom 91 (H): 0.342, atom 92 (H): 0.401, atom 93 (H): 0.353, atom 94 (H): 0.300, atom 95 (H): 0.314, atom 96 (H): 0.380, atom 97 (H): 0.321, atom 98 (H): 0.478, atom 99 (H): 0.309



# 2
ORCA calculation (wB97M-V/def2-TZVPD) on a molecular structure, C50H59IrNOP2S4Sb.

As for the spin multiplicity: 5. Its total charge is +2. The expectation value of S² is 6.012. As for the total energy: -127624.3018 eV. The LUMO energy (alpha / beta) comes out at -4.44 / -9.49 eV. The calculation puts the energy relative to the best compared isomer or geometry (same formula, charge and spin) at 1.8 kcal/mol.

Geometry as XYZ:
```
119
C50H59IrNOP2S4Sb, DFT wB97M-V/def2-TZVPD
Ir -0.65 0.24 0.41
C 2.77 5.56 5.61
S 1.82 4.31 6.40
C 2.42 2.82 5.68
C 1.58 2.56 4.40
C 2.10 1.25 3.77
N 1.33 0.85 2.61
P -0.07 -0.14 2.68
C -1.02 0.44 4.12
C -2.07 1.34 3.92
C -2.78 1.85 4.99
C -2.44 1.46 6.29
C -1.41 0.55 6.50
C -0.70 0.04 5.42
C 0.46 -1.79 3.19
C 1.76 -2.11 3.54
C 2.07 -3.41 3.92
C 1.08 -4.38 3.97
C -0.23 -4.06 3.62
C -0.54 -2.77 3.23
P 1.45 1.49 0.99
C 2.80 0.63 0.16
C 3.38 1.25 -0.95
C 4.29 0.55 -1.74
C 4.62 -0.76 -1.42
C 4.05 -1.37 -0.32
C 3.13 -0.69 0.47
C 2.14 3.17 1.18
C 1.32 4.28 1.01
C 1.80 5.56 1.21
C 3.13 5.75 1.58
C 3.97 4.65 1.75
C 3.48 3.36 1.54
H 2.37 6.53 5.89
H 2.72 5.39 4.52
H 3.81 5.45 5.94
H 2.29 2.03 6.42
H 3.48 2.96 5.46
H 1.70 3.39 3.70
H 0.52 2.46 4.64
H 2.07 0.46 4.52
H 3.15 1.38 3.49
H -2.32 1.63 2.91
H -3.60 2.53 4.83
H -3.00 1.84 7.13
H -1.17 0.22 7.50
H 0.07 -0.71 5.59
H 2.55 -1.37 3.49
H 3.09 -3.67 4.19
H 1.33 -5.39 4.26
H -1.00 -4.82 3.65
H -1.56 -2.52 2.96
H 3.12 2.26 -1.22
H 4.72 1.03 -2.60
H 5.32 -1.30 -2.04
H 4.29 -2.40 -0.09
H 2.64 -1.21 1.28
H 0.29 4.14 0.69
H 1.16 6.42 1.03
H 3.52 6.75 1.71
H 5.01 4.79 2.00
H 4.15 2.51 1.61
O 0.47 -0.86 -0.81
C -0.06 -1.52 -1.95
C -1.19 -2.44 -1.51
C -1.43 -2.83 -0.22
C -2.48 -3.79 -0.11
C -3.01 -4.12 -1.32
S -2.22 -3.28 -2.59
C 1.08 -2.35 -2.53
C 1.84 -2.10 -3.63
C 2.89 -3.06 -3.79
C 2.90 -3.99 -2.81
S 1.64 -3.73 -1.68
C -0.50 -0.46 -2.95
C -1.18 -0.53 -4.13
C -1.38 0.74 -4.75
C -0.83 1.76 -4.03
S -0.04 1.18 -2.63
H -0.81 -2.51 0.60
H -2.82 -4.22 0.82
H -3.80 -4.81 -1.54
H 1.66 -1.28 -4.30
H 3.60 -3.05 -4.61
H 3.57 -4.83 -2.69
H -1.53 -1.46 -4.55
H -1.91 0.88 -5.68
H -0.81 2.81 -4.28
C -4.32 -0.41 -2.75
C -4.22 0.98 -2.14
C -5.59 1.62 -1.91
Sb -3.12 1.05 -0.30
C -4.41 0.15 1.17
C -5.06 -1.11 0.59
C -5.42 1.11 1.78
C -3.32 3.17 0.08
C -2.55 3.60 1.31
C -2.88 3.96 -1.15
H -4.80 -0.33 -3.74
H -4.93 -1.08 -2.15
H -3.35 -0.87 -2.89
H -3.61 1.62 -2.78
H -6.23 0.99 -1.29
H -6.09 1.74 -2.87
H -5.54 2.61 -1.45
H -3.69 -0.16 1.93
H -5.84 -0.86 -0.13
H -5.55 -1.68 1.40
H -4.34 -1.77 0.11
H -6.15 1.46 1.05
H -4.95 1.99 2.23
H -5.99 0.60 2.57
H -4.39 3.33 0.27
H -1.53 3.21 1.29
H -3.01 3.26 2.24
H -2.50 4.70 1.37
H -1.81 3.83 -1.33
H -3.06 5.03 -0.99
H -3.41 3.68 -2.06
```

Here are the Mulliken charges for atoms 1 to 99, given in e: atom 1 (Ir): 3.796, atom 2 (C): -0.439, atom 3 (S): 0.320, atom 4 (C): -0.762, atom 5 (C): 0.387, atom 6 (C): -1.407, atom 7 (N): 0.681, atom 8 (P): 0.557, atom 9 (C): 0.036, atom 10 (C): 0.923, atom 11 (C): -0.367, atom 12 (C): -0.989, atom 13 (C): -0.771, atom 14 (C): -0.532, atom 15 (C): 1.132, atom 16 (C): -0.720, atom 17 (C): -0.907, atom 18 (C): -0.858, atom 19 (C): -0.592, atom 20 (C): -0.861, atom 21 (P): 0.720, atom 22 (C): 0.689, atom 23 (C): -0.767, atom 24 (C): -0.888, atom 25 (C): -0.701, atom 26 (C): -0.520, atom 27 (C): -0.514, atom 28 (C): 0.116, atom 29 (C): -0.521, atom 30 (C): -0.488, atom 31 (C): -0.781, atom 32 (C): -0.898, atom 33 (C): -0.088, atom 34 (H): 0.405, atom 35 (H): -0.029, atom 36 (H): 0.351, atom 37 (H): 0.454, atom 38 (H): 0.474, atom 39 (H): -0.125, atom 40 (H): 0.142, atom 41 (H): 0.746, atom 42 (H): 0.466, atom 43 (H): -0.446, atom 44 (H): 0.499, atom 45 (H): 0.445, atom 46 (H): 0.533, atom 47 (H): 0.446, atom 48 (H): 0.169, atom 49 (H): 0.495, atom 50 (H): 0.420, atom 51 (H): 0.492, atom 52 (H): 0.378, atom 53 (H): 0.449, atom 54 (H): 0.454, atom 55 (H): 0.430, atom 56 (H): 0.518, atom 57 (H): 0.065, atom 58 (H): 0.184, atom 59 (H): 0.510, atom 60 (H): 0.466, atom 61 (H): 0.484, atom 62 (H): 0.529, atom 63 (O): -0.252, atom 64 (C): 1.948, atom 65 (C): -0.600, atom 66 (C): -0.496, atom 67 (C): -0.786, atom 68 (C): -0.496, atom 69 (S): -0.081, atom 70 (C): -0.287, atom 71 (C): -0.526, atom 72 (C): -0.966, atom 73 (C): -0.534, atom 74 (S): -0.056, atom 75 (C): -0.213, atom 76 (C): -0.793, atom 77 (C): -1.025, atom 78 (C): -0.618, atom 79 (S): 0.210, atom 80 (H): 0.526, atom 81 (H): 0.490, atom 82 (H): 0.504, atom 83 (H): 0.610, atom 84 (H): 0.470, atom 85 (H): 0.488, atom 86 (H): 0.679, atom 87 (H): 0.482, atom 88 (H): 0.555, atom 89 (C): -0.935, atom 90 (C): 0.629, atom 91 (C): -1.543, atom 92 (Sb): -2.256, atom 93 (C): 1.594, atom 94 (C): -1.417, atom 95 (C): -1.384, atom 96 (C): 0.483, atom 97 (C): -1.162, atom 98 (C): -1.535, atom 99 (H): 0.466